The following is a quantum chemistry calculation of a structure of composition C14H14N3O3Pd, from the Open Molecules 2025 dataset.

Structure (XYZ):
```
35
Properties=species:S:1:pos:R:3:forces:R:3
Pd -0.423442 1.283914 0.477991 0.30 -0.26 -0.31
O 2.051803 4.330585 0.957466 -0.03 -0.02 -0.02
C 1.435449 3.374796 0.576841 0.14 -0.04 -0.20
O 0.518746 2.743723 1.274760 -0.16 0.00 0.25
C 1.688597 2.747702 -0.776500 -0.02 0.08 0.08
C 2.725515 3.163288 -1.584957 0.00 0.00 -0.05
C 2.950646 2.489104 -2.774201 0.02 0.02 0.02
C 2.137356 1.415619 -3.103418 -0.02 0.00 0.00
C 1.112515 1.061965 -2.245573 0.04 0.06 0.00
N 0.882173 1.730266 -1.114693 -0.10 -0.03 0.07
H 3.332551 3.994325 -1.253768 -0.01 0.00 0.02
H 3.759239 2.784612 -3.428802 -0.01 0.01 0.00
H 2.292417 0.849924 -4.010711 -0.01 -0.01 0.00
H 0.473705 0.219624 -2.460459 -0.01 -0.04 -0.01
C 1.676917 -2.251074 2.936973 0.02 0.01 -0.01
C 0.618774 -1.375111 2.332897 0.00 -0.05 0.01
O 0.893422 -0.430873 1.599634 -0.13 0.09 0.07
N -0.667059 -1.698610 2.614841 -0.03 -0.03 -0.07
C -1.785681 -0.924883 2.120150 0.07 0.01 0.03
C -2.094274 -1.132072 0.651406 0.01 -0.02 0.04
C -2.919312 -2.168067 0.247571 0.01 -0.01 -0.03
C -3.251093 -2.301868 -1.089983 -0.01 0.00 0.02
C -2.765247 -1.371729 -1.993625 0.01 0.00 0.01
C -1.947836 -0.364098 -1.524845 0.00 0.00 -0.04
N -1.593290 -0.259101 -0.239319 -0.11 0.20 0.11
H 2.593187 -1.676570 3.036468 0.00 0.00 0.01
H 1.868536 -3.089622 2.265381 0.00 0.01 0.00
H 1.378628 -2.645301 3.906898 0.00 -0.01 0.00
H -0.850138 -2.474883 3.226916 0.01 0.03 0.04
H -1.615020 0.139203 2.331658 -0.01 0.00 -0.02
H -2.662625 -1.205503 2.700177 -0.02 0.00 -0.01
H -3.314757 -2.851580 0.986686 0.01 0.00 0.01
H -3.902031 -3.101416 -1.416444 0.01 -0.01 0.00
H -3.022894 -1.411210 -3.041826 0.00 0.01 0.00
H -1.575477 0.404920 -2.185590 0.00 0.02 -0.02
```
Forces are in eV/Å.

Computed properties:
**Frontier orbital gap**: 8.211 eV
**Net charge**: +1
**Molecular weight**: 378.70 g/mol
**LUMO level**: -0.166 Eh
**Largest force on an atom**: 0.5 eV Å⁻¹
**2S+1**: 1
**Energy**: -1059.576125 hartree
**Energy relative to the best compared isomer or geometry (same formula, charge and spin)**: 119.1 kJ/mol

Atom charges from the natural (NBO) analysis, given in e for atoms 1 to 6: 1.091 -0.539 0.735 -0.655 0.104 -0.188